Entry 1:
This record from OMol25 describes a molecular structure, C37H61AsN3O4P2Pt in a non-equilibrium geometry. The level of theory is ωB97M-V with the def2-TZVPD basis set.

```
109
Properties=species:S:1:pos:R:3
Pt 0.5782 -1.1262 0.2823
O -2.3798 0.2805 3.8267
C -1.3734 0.5652 4.7635
C -1.7980 0.9711 6.0249
C -0.8293 1.3093 6.9744
C 0.5206 1.2022 6.6619
C 0.9302 0.7762 5.4015
C -0.0310 0.4535 4.4152
C 0.4118 0.0743 3.0587
O -0.4603 -0.0616 2.0880
N 1.7421 -0.0698 2.9401
N 2.0568 -0.4578 1.6861
C 3.3576 -0.3024 1.2673
C 3.7114 -0.9870 0.0895
C 5.0726 -1.1762 -0.2999
C 5.3519 -1.9538 -1.4078
C 4.2855 -2.5190 -2.1349
C 2.9829 -2.2747 -1.7287
N 2.6618 -1.5284 -0.6362
H -1.8177 0.0678 3.0196
H -2.8636 1.0151 6.2285
H -1.1207 1.6325 7.9734
H 1.2645 1.4545 7.4129
H 1.9852 0.6876 5.1580
H 4.0615 0.2689 1.8710
H 5.8540 -0.7380 0.3130
H 6.3882 -2.1201 -1.6962
H 4.4528 -3.1577 -3.0009
H 2.1446 -2.6799 -2.2969
C -0.2982 -4.4849 -0.6172
P -0.6525 -2.7193 -0.9675
C -2.4133 -2.5672 -0.4304
C -0.6929 -2.7857 -2.8140
H -0.8906 -5.1333 -1.2766
H -0.5412 -4.6708 0.4301
H 0.7633 -4.6967 -0.7830
H -3.0856 -3.1762 -1.0397
H -2.7232 -1.5149 -0.4904
H -2.4715 -2.8799 0.6100
H -1.6568 -3.1543 -3.1657
H 0.0882 -3.4643 -3.1805
H -0.5487 -1.7873 -3.2259
C 0.0318 -5.7784 2.7793
As 1.0666 -4.1145 2.8512
C 2.8720 -4.5679 2.2571
C 1.0883 -3.5306 4.7058
O 0.3570 -2.8671 1.9078
H 0.3100 -6.4442 3.6056
H 0.2229 -6.2825 1.8195
H -1.0157 -5.4840 2.8577
H 3.2769 -5.4216 2.8044
H 3.4675 -3.6674 2.4089
H 2.8089 -4.7950 1.1854
H 1.5371 -4.2591 5.3825
H 0.0493 -3.3391 4.9689
H 1.6389 -2.5909 4.6927
O -0.3259 0.8774 -0.7918
P -0.8093 2.0817 -1.5455
C -2.3660 1.6988 -2.4230
C -2.4112 0.3134 -3.0878
C -3.8573 -0.0197 -3.5094
C -4.5354 1.1494 -4.2736
C -3.5180 2.2455 -4.6545
C -2.8693 2.8130 -3.3977
C 0.5056 2.8062 -2.6620
C 0.5809 2.1080 -4.0265
C 1.2037 0.7122 -3.9262
C 2.6250 0.8291 -3.3722
C 2.5774 1.4406 -1.9633
C 1.8880 2.8138 -1.9815
C -1.4451 3.4184 -0.4266
C -2.2900 2.7293 0.6911
C -2.1886 3.4661 2.0296
C -0.7317 3.4876 2.5631
C 0.2739 3.7007 1.4131
C -0.4128 4.3706 0.2038
H -3.1164 1.6258 -1.6163
H -2.0344 -0.4422 -2.3991
H -1.7548 0.2862 -3.9724
H -4.4344 -0.2787 -2.6141
H -3.8689 -0.9220 -4.1287
H -5.3024 1.6110 -3.6443
H -5.0820 0.7660 -5.1491
H -4.0115 3.0448 -5.2139
H -2.7715 1.8149 -5.3426
H -3.5965 3.4362 -2.8695
H -2.0572 3.4984 -3.6657
H 0.2059 3.8548 -2.8140
H 1.2351 2.7279 -4.6673
H -0.3911 2.0979 -4.5347
H 1.1862 0.2135 -4.9077
H 0.6362 0.0408 -3.2647
H 3.2255 1.4709 -4.0320
H 3.1366 -0.1403 -3.4078
H 3.5810 1.5365 -1.5311
H 2.0363 0.7818 -1.2734
H 2.5143 3.5295 -2.5234
H 1.8313 3.2263 -0.9670
H -2.1427 4.0207 -1.0248
H -2.0012 1.6864 0.8410
H -3.3406 2.6920 0.3768
H -2.8463 2.9748 2.7626
H -2.5762 4.4901 1.9316
H -0.5161 2.5506 3.0828
H -0.6032 4.2656 3.3250
H 0.7324 2.7386 1.1323
H 1.1068 4.3429 1.7364
H 0.3211 4.6997 -0.5416
H -0.9242 5.2878 0.5265
```

Its HOMO energy (alpha / beta) is -15.5 / -15.9 eV. For the energy relative to the best compared isomer or geometry (same formula, charge and spin), the calculation gives 0.0000 eV. The total charge is +3. Its LUMO energy (alpha / beta) is -9.7 / -11.9 eV. The electronic energy is -4948.513559 a.u. Its spin multiplicity is 5. As for the orbital gap (alpha / beta): 5.89 / 4.00 eV.

Löwdin population analysis, charges in e, atoms 1 to 5:
1. Pt 1.11
2. O 0.18
3. C -0.15
4. C 0.11
5. C 0.03



Entry 2:
This record from OMol25 describes a gas-phase ion, C37H61Si (charge +1) in a non-equilibrium geometry. The level of theory is ωB97M-V with the def2-TZVPD basis set.

```
99
Properties=species:S:1:pos:R:3
C 2.2388 0.3225 -3.4924
C 2.1787 -0.1239 -2.0350
C 1.6043 0.9460 -1.1014
C 1.5862 0.5157 0.3837
Si -0.0875 0.2597 1.1974
C -0.9567 1.9496 1.0722
C -0.2743 3.1785 1.7068
C 0.1494 4.2908 0.7262
C -0.9993 5.0441 0.0571
C -1.1503 -0.9091 0.1429
C -2.3507 -0.3874 -0.7019
C -3.7243 -0.8507 -0.2015
C -4.8970 -0.2665 -0.9887
C 0.3504 -0.4354 2.9821
C 1.2561 -1.5832 3.1818
C 1.2424 -2.3306 4.4763
H 2.7033 -0.4579 -4.0999
H 1.2379 0.5081 -3.8948
H 2.8323 1.2351 -3.6048
H 1.5765 -1.0391 -1.9539
H 3.1886 -0.3767 -1.6860
H 2.2252 1.8514 -1.1885
H 0.6018 1.2413 -1.4565
H 2.1385 -0.4228 0.5408
H 2.0967 1.2818 0.9880
H -1.1190 2.1270 -0.0023
H -1.9640 1.8292 1.5008
H -0.9781 3.6156 2.4294
H 0.6134 2.8631 2.2763
H 0.7495 5.0104 1.2979
H 0.8176 3.8747 -0.0402
H -0.6005 5.8647 -0.5480
H -1.5856 4.3977 -0.6032
H -1.6742 5.4794 0.8020
H -0.4351 -1.3792 -0.5516
H -1.4889 -1.7100 0.8176
H -2.3440 0.7085 -0.7801
H -2.2349 -0.7578 -1.7330
H -3.7599 -1.9459 -0.2634
H -3.8316 -0.5886 0.8584
H -5.8370 -0.6830 -0.6175
H -4.9515 0.8212 -0.8779
H -4.8274 -0.5013 -2.0555
H 0.6394 0.4790 3.5737
H -0.6371 -0.7634 3.3676
H 1.7228 -2.0391 2.3083
H 0.6290 -3.2439 4.2730
H 0.5505 -1.7282 5.0943
C 2.5574 -6.0978 11.8255
C 2.4952 -5.8644 10.3466
C 3.6321 -5.9656 9.5478
C 3.6001 -5.7640 8.1659
C 4.9231 -5.9593 7.4724
C 2.3831 -5.4128 7.5261
C 2.2396 -5.2711 5.9865
C 2.5018 -6.6329 5.3099
C 3.0368 -4.1354 5.2947
C 2.4382 -2.6932 5.3626
C 3.4953 -1.5703 5.5120
C 3.2066 -0.5145 6.4152
C 2.1009 -0.5829 7.4420
C 4.0131 0.6235 6.4305
C 5.1739 0.6961 5.6521
C 5.9521 1.9695 5.5781
C 5.5595 -0.4312 4.9295
C 4.7525 -1.5739 4.8619
C 5.3511 -2.7583 4.1551
C 1.2206 -5.3561 8.3282
C -0.1397 -5.1138 7.7258
C 1.2898 -5.5555 9.7093
H 1.5685 -5.9689 12.2700
H 2.9059 -7.1105 12.0584
H 3.2480 -5.4014 12.3139
H 4.5847 -6.2295 10.0187
H 4.8604 -6.1129 6.3949
H 5.5935 -5.1046 7.6537
H 5.4349 -6.8355 7.9017
H 1.1863 -5.0368 5.7848
H 1.7773 -7.3732 5.6782
H 2.3804 -6.5456 4.2217
H 3.5063 -7.0193 5.5215
H 3.9946 -4.0659 5.8345
H 3.2655 -4.4520 4.2624
H 1.9834 -2.7026 6.3618
H 2.1263 0.3262 8.0539
H 1.1024 -0.6212 6.9910
H 2.2041 -1.4274 8.1411
H 3.7451 1.4567 7.0774
H 6.8237 1.8377 4.9324
H 5.3463 2.7974 5.1860
H 6.3024 2.2645 6.5719
H 6.5133 -0.4261 4.3954
H 6.1916 -2.4183 3.5377
H 5.7697 -3.4992 4.8588
H 4.6350 -3.2495 3.4907
H -0.8955 -5.1139 8.5176
H -0.2013 -4.1380 7.2254
H -0.4213 -5.8943 7.0060
H 0.3753 -5.4867 10.3038
```

Its HOMO energy is -10.6 eV. The total charge is +1. Its LUMO energy is -6.1 eV. The electronic energy is -1735.634656 a.u. Its spin multiplicity is 1. As for the orbital gap: 4.54 eV.

Löwdin population analysis, charges in e, atoms 1 to 5:
1. C -0.11
2. C -0.28
3. C -0.26
4. C -0.26
5. Si 0.67



Entry 3:
This record from OMol25 describes a molecular structure, C37H62KN9P2S. The level of theory is ωB97M-V with the def2-TZVPD basis set.

```
112
Properties=species:S:1:pos:R:3
K -0.6827 0.1463 -0.5829
C -1.3982 4.0860 -2.3158
C 0.1079 3.8241 -2.3698
C 0.8659 5.1272 -2.6197
P 0.6323 2.8017 -0.8893
C 1.4365 4.0383 0.2321
C 2.3293 3.3555 1.2683
C 0.3695 4.8860 0.9233
C 2.0453 1.8218 -1.5491
C 2.6803 2.1212 -2.7542
C 3.7011 1.3549 -3.2956
C 4.3747 1.7383 -4.5853
C 4.0807 0.2259 -2.5730
C 3.4848 -0.1077 -1.3720
C 2.4460 0.6709 -0.8077
N 1.7407 0.3321 0.3283
C 2.3148 -0.3569 1.3618
C 3.7139 -0.3909 1.6032
C 4.2666 -1.1011 2.6479
C 3.4861 -1.8171 3.5565
C 4.0928 -2.5761 4.7063
C 2.1166 -1.7315 3.3759
C 1.5010 -1.0278 2.3357
P -0.3209 -0.8483 2.2205
C -0.8424 0.1767 3.6828
C 0.0450 0.1540 4.9234
C -1.0406 1.6230 3.2199
C -1.1246 -2.4878 2.5635
C -0.9043 -3.2236 3.8839
C -0.8734 -3.4305 1.3918
H -1.7255 4.6569 -3.1900
H -1.6717 4.6638 -1.4267
H -1.9665 3.1525 -2.3007
H 0.2824 3.1579 -3.2196
H 0.6507 5.8659 -1.8433
H 0.5627 5.5691 -3.5731
H 1.9476 4.9932 -2.6457
H 2.0647 4.6866 -0.3833
H 1.7860 2.6040 1.8430
H 2.7224 4.1052 1.9613
H 3.1736 2.8448 0.8039
H -0.2841 4.2594 1.5380
H -0.2644 5.4306 0.2201
H 0.8360 5.6230 1.5827
H 2.3608 2.9949 -3.3116
H 3.7006 2.3028 -5.2322
H 4.6986 0.8572 -5.1430
H 5.2611 2.3572 -4.4222
H 4.8604 -0.4185 -2.9695
H 3.8148 -0.9990 -0.8527
H 4.3721 0.1621 0.9470
H 5.3467 -1.0927 2.7698
H 5.0744 -2.9768 4.4459
H 3.4653 -3.4196 5.0013
H 4.2285 -1.9495 5.5925
H 1.4834 -2.2295 4.1009
H -1.8284 -0.2316 3.9395
H 1.0564 0.4877 4.6827
H 0.1312 -0.8353 5.3722
H -0.3555 0.8301 5.6853
H -0.0893 2.0643 2.9083
H -1.4374 2.2439 4.0288
H -1.7204 1.6878 2.3669
H -2.1823 -2.1905 2.5190
H 0.0748 -3.7048 3.9089
H -1.6465 -4.0198 4.0016
H -0.9850 -2.5730 4.7551
H 0.1830 -3.6952 1.3052
H -1.1700 -2.9966 0.4320
H -1.4287 -4.3668 1.5117
C -6.3702 2.1332 -1.1645
N -5.2146 2.1591 -0.2765
C -4.6633 3.4802 -0.0485
C -4.3268 1.1032 -0.2427
N -3.0628 1.1437 -0.1472
N -4.9823 -0.1462 -0.2211
C -4.3492 -1.3821 -0.3849
N -4.8571 -2.3279 0.4889
N -3.4847 -1.5803 -1.3009
H -7.2314 2.5891 -0.6751
H -6.6199 1.1133 -1.4390
H -6.1616 2.6858 -2.0867
H -5.4795 4.1665 0.1736
H -4.1170 3.8621 -0.9192
H -3.9898 3.4694 0.8075
H -2.6820 2.0845 -0.2220
H -5.8325 -0.1542 0.3175
H -5.0633 -1.9983 1.4188
H -4.3877 -3.2195 0.4781
H -3.1274 -2.5313 -1.2246
N 1.2337 -2.4943 -2.0402
C 1.2277 -3.7290 -1.4044
C 2.2310 -4.0684 -0.4940
C 2.2190 -5.3093 0.1225
C 1.2177 -6.2363 -0.1468
C 0.2235 -5.8970 -1.0554
C 0.2249 -4.6598 -1.6822
H 0.3390 -2.1556 -2.3545
H 1.8050 -1.7681 -1.6304
H 2.9975 -3.3404 -0.2519
H 2.9989 -5.5469 0.8359
H 1.2156 -7.2008 0.3421
H -0.5661 -6.6044 -1.2813
H -0.5562 -4.4017 -2.3913
N -2.4843 -1.5891 -4.1727
C -1.2271 -1.1561 -4.3786
N -0.4601 -1.9094 -5.1861
S -0.6354 0.2621 -3.6703
H -2.7780 -2.4930 -4.5032
H -2.9953 -1.1816 -3.3976
H -0.7607 -2.8071 -5.5231
H 0.5060 -1.6509 -5.2893
```

Its HOMO energy is -5.6 eV. The total charge is 0. Its LUMO energy is -0.1 eV. The electronic energy is -3620.807811 a.u. Its spin multiplicity is 1. As for the orbital gap: 5.42 eV.

Löwdin population analysis, charges in e, atoms 1 to 5:
1. K 0.37
2. C -0.15
3. C -0.56
4. C -0.12
5. P 1.04



Entry 4:
This record from OMol25 describes 7 unconnected molecules or ions with the total composition C37H64NO13. The level of theory is ωB97M-V with the def2-TZVPD basis set.

```
115
Properties=species:S:1:pos:R:3
C 3.0123 -1.5395 2.8080
C 2.4952 -2.3217 1.5864
C 2.0457 -1.4444 0.4223
C 1.0264 -0.3690 0.8094
C 0.1454 0.0194 -0.3698
C -0.6927 1.2969 -0.1923
C -1.0499 1.7391 1.2377
C -2.4447 2.3815 1.3329
C -3.1109 2.3444 2.7461
N -4.2124 1.4576 2.9371
C -3.7896 0.0913 2.9192
C -4.3558 -0.6878 1.7337
O -4.0401 -2.0882 1.7237
C -2.6861 -2.3624 1.4396
C -1.8808 -2.7816 2.6739
H 4.0077 -1.8758 3.1046
H 2.3651 -1.6585 3.6773
H 3.0790 -0.4699 2.6031
H 1.6423 -2.9405 1.8768
H 3.2745 -3.0098 1.2463
H 1.5902 -2.0901 -0.3272
H 2.9183 -0.9540 -0.0289
H 1.5270 0.5177 1.2102
H 0.3933 -0.7457 1.6202
H -0.4789 -0.8397 -0.6357
H 0.8023 0.1774 -1.2352
H -1.6177 1.1966 -0.7691
H -0.1269 2.0947 -0.6613
H -0.3114 2.4815 1.5575
H -0.9973 0.9057 1.9427
H -2.3750 3.4135 0.9968
H -3.1280 1.8563 0.6590
H -3.4575 3.3654 2.9670
H -2.2657 2.1577 3.4658
H -2.6863 -0.0245 2.8844
H -4.1045 -0.4845 3.8253
H -5.4439 -0.6174 1.7473
H -3.9988 -0.2357 0.7982
H -2.2288 -1.4793 0.9757
H -2.6672 -3.1642 0.6934
H -1.2982 -3.6862 2.4874
H -2.5735 -2.9776 3.4931
H -1.1974 -1.9960 3.0006
O -2.8111 5.3406 -0.5469
C -2.2547 6.2467 0.0021
O -1.5341 6.0605 1.1266
C -1.0561 7.3093 1.6423
C -1.0550 8.2606 0.4461
C -2.2251 7.7218 -0.3716
H -1.7384 7.6369 2.4295
H -0.0748 7.1348 2.0752
H -1.1517 9.3036 0.7389
H -0.1257 8.1468 -0.1145
H -3.1807 8.1559 -0.0703
H -2.1239 7.8333 -1.4482
O 1.7794 -4.3324 -1.0058
C 2.6231 -5.1301 -0.7254
O 2.5608 -5.8814 0.4016
C 3.7354 -6.6991 0.5296
C 4.3000 -6.8130 -0.8842
C 3.8897 -5.4752 -1.4872
H 4.4272 -6.1997 1.2121
H 3.4309 -7.6467 0.9670
H 5.3703 -7.0044 -0.9008
H 3.8069 -7.6241 -1.4212
H 4.6235 -4.6888 -1.2979
H 3.6869 -5.5101 -2.5546
O -5.3877 3.1818 8.8894
C -5.1358 2.4658 7.9540
O -5.2204 2.8744 6.6862
C -4.9510 1.7764 5.7611
C -4.1547 0.7753 6.5910
C -4.7022 1.0087 7.9944
H -5.9120 1.3765 5.4359
H -4.4327 2.1209 4.8694
H -4.2679 -0.2423 6.2235
H -3.0949 1.0317 6.5519
H -5.5929 0.4085 8.1972
H -3.9939 0.8537 8.8048
O 4.2756 -8.2212 -4.5031
C 3.5907 -7.4796 -5.1470
O 4.0661 -6.3200 -5.6552
C 3.0089 -5.5703 -6.2839
C 1.9383 -6.6039 -6.6262
C 2.1206 -7.6188 -5.5008
H 2.6499 -4.8246 -5.5719
H 3.4329 -5.0605 -7.1444
H 0.9429 -6.1702 -6.6836
H 2.1662 -7.0688 -7.5862
H 1.5398 -7.3580 -4.6132
H 1.8986 -8.6478 -5.7697
O 4.5903 0.9355 -5.9038
C 4.1933 0.7507 -4.7887
O 3.5571 -0.3932 -4.4405
C 3.0848 -0.3157 -3.0785
C 3.9789 0.7297 -2.4150
C 4.2768 1.6663 -3.5824
H 2.0381 -0.0095 -3.0938
H 3.1562 -1.3066 -2.6374
H 3.4977 1.2190 -1.5708
H 4.8982 0.2559 -2.0653
H 3.5087 2.4370 -3.6800
H 5.2511 2.1462 -3.5430
O 1.4833 3.3104 -2.0656
C 0.5937 3.9413 -2.5641
O 0.8315 5.1278 -3.1838
C -0.4110 5.7223 -3.6003
C -1.3989 4.5670 -3.7000
C -0.8854 3.6316 -2.6124
H -0.7107 6.4487 -2.8405
H -0.2285 6.2436 -4.5376
H -2.4314 4.8772 -3.5574
H -1.3095 4.0942 -4.6802
H -1.3213 3.8574 -1.6378
H -1.0352 2.5769 -2.8200
```

Its HOMO energy is -2.0 eV. The total charge is -1. Its LUMO energy is 1.9 eV. The electronic energy is -2481.137581 a.u. Its spin multiplicity is 1. As for the orbital gap: 3.90 eV.

Löwdin population analysis, charges in e, atoms 1 to 5:
1. C -0.10
2. C -0.25
3. C -0.22
4. C -0.21
5. C -0.19